The following is a quantum chemistry calculation of a molecular structure, C17H45AgAsF12O11P2S4 at a distorted geometry, from OMol25.

## Properties
* DFT total energy: -200260.697 eV

ORCA input file:
```
! RIJCOSX wB97M-V def2-TZVPD def2/J DEFGRID3
* xyz -1 1
Ag -0.89882 -0.01941 -1.14384
As -4.84163 0.13789 -2.61737
S -1.48479 -3.25770 -2.22815
S 4.21586 -3.40065 -2.45280
S -4.40651 -1.61403 3.43143
S 5.11892 1.25400 1.71755
P 0.98661 -2.33204 1.63086
P -1.12010 2.78383 1.00337
F -6.45661 0.38171 -3.01141
F -5.21917 0.29447 -0.99570
F -5.14211 -1.57406 -2.64260
F -3.20745 -0.14531 -2.16780
F 1.15869 -1.19582 2.77147
F 0.30084 -3.41287 2.61172
F 1.71094 -1.27626 0.60638
F -0.51541 -1.74666 1.36939
F 0.75050 -3.33258 0.32947
F 2.41409 -2.99165 1.94941
F -4.56365 1.82071 -2.70936
F -4.35663 0.06326 -4.25059
O -1.05178 2.83895 2.59964
O -0.48279 -2.07752 -2.11040
O 1.20592 0.65882 -4.19533
O 1.33734 0.77812 -1.94290
O -1.15474 1.37242 0.50623
O 0.12418 3.54947 0.47332
O -4.36509 -0.62065 4.54694
O 3.12916 1.15171 -3.28306
O 4.63257 -2.16309 -3.16645
O 5.85996 0.73437 0.54731
O -2.28263 3.73147 0.57141
C 2.28456 3.88692 1.49426
C -0.17405 0.35266 -4.14724
C 2.48465 -3.47988 -2.57063
C 3.85499 0.14638 2.26522
C -2.73681 3.64975 -0.86944
C -0.91292 0.96715 4.02114
C -2.76147 5.03508 -1.39082
C 4.00676 0.98246 -2.20516
C -2.47332 -3.21422 -0.79374
C -2.49283 -2.92365 -3.59996
C -4.04388 -0.93236 1.86132
C -3.10371 -2.78040 3.53085
C -1.85191 1.85175 3.39036
C 1.84804 0.86452 -3.03269
C 1.46278 3.01156 0.56626
C 6.12269 1.26634 3.15874
C 4.24130 -2.96041 -0.74234
H -0.27165 -0.69034 -3.95474
H -3.68982 3.15938 -0.74407
H -3.34426 -3.59440 -3.60313
H 3.37951 -2.35690 -0.44907
H 3.75790 1.74449 -1.48125
H -3.06589 5.04563 -2.45061
H 4.19141 -0.85380 2.01168
H -1.92131 -3.19501 -4.47561
H -2.12156 2.95557 -1.40208
H 2.95365 0.35498 1.68131
H -2.60018 1.34875 2.77546
H 4.20006 -3.84245 -0.11954
H -3.27247 -3.30351 4.44606
H 3.30875 3.48658 1.61233
H 2.06343 -2.52825 -2.20816
H -3.36778 5.64727 -0.72716
H 5.03624 1.19867 -2.42159
H -2.95217 -0.71673 1.76875
H 5.15130 -2.39389 -0.53687
H -0.62098 0.54126 -5.14636
H -1.71301 5.33538 -1.25230
H 2.20655 -3.66287 -3.60857
H 7.11537 1.64908 3.02608
H 1.43956 1.95111 0.82205
H -2.14332 -2.30657 3.60127
H -0.19818 1.51182 4.64646
H 3.70182 0.42652 3.31245
H -2.89700 -1.92339 -3.62495
H -1.50701 0.32650 4.70330
H 5.55448 1.86383 3.90487
H -3.44443 -2.68648 -0.90108
H 6.14341 0.26555 3.55372
H -4.62208 -0.05728 1.53411
H -3.16919 -3.42917 2.66117
H -1.80461 -2.76802 -0.06911
H 2.09478 -4.26546 -1.92050
H 2.39033 4.93087 1.27156
H 1.83112 3.03007 -0.45743
H 3.73793 0.06714 -1.70378
H -0.76717 0.95048 -3.44496
H -0.32865 0.30912 3.38419
H 1.79801 3.91369 2.47587
H -2.68856 -4.24842 -0.48327
H -2.37145 2.44077 4.12317
H -4.32340 -1.74606 1.18604
*
```

Atom charges from the Löwdin analysis, given in e for atoms 1 to 2: 0.775 0.575

---

The following is a quantum chemistry calculation of 5 unconnected molecules or ions with the total composition C17H45Cl2N4O16P4 at a distorted geometry, from OMol25.

## Properties
* DFT total energy: -119266.423 eV

ORCA input file:
```
! RIJCOSX wB97M-V def2-TZVPD def2/J DEFGRID3
* xyz 1 1
Cl -0.05205 0.53432 0.47572
Cl 5.33558 -2.12129 -5.13202
P 2.41369 4.00916 5.76791
P -3.94301 -2.54059 -2.52799
P -4.51092 -0.91867 -8.70267
P 3.63011 -2.52477 4.50494
O -4.78185 -1.43496 -3.48328
O 1.71128 2.91904 5.01671
O 3.85456 -1.45084 5.71474
O -5.14643 -2.02648 -9.48102
O 2.49517 5.07839 4.44705
O 1.35442 4.99606 6.52949
O -2.73469 -2.61965 -3.40888
O 2.93325 -1.32614 3.54816
O -5.63120 -0.00568 -7.92823
O 2.61760 3.12869 7.18738
O 3.97824 -3.83150 5.53201
O 4.86749 -2.66999 3.67074
O -4.24883 -1.81771 -7.30482
O -4.45926 0.17774 -10.00427
O -3.45218 -3.78046 -1.47586
O -3.74101 -1.40986 -1.35974
N 2.92499 -1.20159 -1.09148
N 3.14689 -2.45201 -2.93763
N 5.11400 -1.22388 -3.71307
N 4.01818 -0.74625 -1.73810
C 2.40732 -2.21785 -1.79954
C 4.11599 -1.51009 -2.87030
C -3.96225 -1.12022 -6.07951
C -5.88881 -0.73852 -2.88649
C -6.78798 0.43151 -8.62977
C 2.43778 -0.68770 0.19634
C 0.21482 5.48582 5.83180
C 5.03005 -1.52231 6.51401
C 1.85689 1.45168 -1.26131
C 1.73461 0.73113 0.11911
C 2.94306 3.83808 8.39333
C -4.49365 -4.34702 -0.66218
C -3.55486 1.27918 -9.84404
C 3.45459 6.14050 4.57382
C 1.85597 -0.55519 4.10217
C 2.86321 -4.34371 6.28042
C -2.52502 -1.38056 -0.63123
H 1.52192 -2.79737 -1.48438
H 2.84460 1.97130 -1.32221
H 2.24617 0.21815 4.76344
H -3.25829 -0.30388 -6.25039
H -2.29292 -0.34327 -0.39098
H -7.03793 -0.23205 -9.45789
H 1.15728 -1.19294 4.64337
H 3.30492 6.68480 5.51113
H -6.49839 -0.31907 -3.68632
H -4.88363 -0.73410 -5.64905
H 5.31238 -0.50729 6.79170
H 2.36383 -3.53815 6.82748
H 0.42503 6.48108 5.43713
H 2.20051 1.37602 0.89950
H 4.57644 0.01378 -1.36688
H 2.04466 4.28988 8.81376
H -4.03781 -5.02308 0.05892
H -2.52297 0.92360 -9.86702
H -3.52432 -1.82394 -5.37948
H 3.31735 6.82954 3.74229
H -5.02927 -3.56161 -0.12005
H 1.71739 0.76653 -2.12599
H -5.52348 0.08079 -2.26716
H 1.03947 2.20541 -1.32080
H -7.62234 0.45235 -7.92878
H 1.67135 -1.41048 0.55255
H -6.50209 -1.41226 -2.28942
H -3.71124 1.97588 -10.66602
H -3.74444 1.79962 -8.89949
H 5.85891 -1.98755 5.98004
H -2.64909 -1.92683 0.30622
H 3.23581 -5.07506 6.99510
H 5.72738 -0.44647 -3.48706
H -0.08202 4.82261 5.01909
H -0.60779 5.56639 6.54141
H -5.19295 -4.90617 -1.28494
H 3.69441 4.60505 8.20839
H 4.46776 5.73656 4.54128
H 3.33706 3.12252 9.11378
H 4.82018 -2.08114 7.42711
H 2.15240 -4.82830 5.60943
H 1.33301 -0.06857 3.28185
H -6.63025 1.44457 -9.00431
H 3.28047 -0.71657 0.92885
H -1.69525 -1.80609 -1.19762
*
```

Atom charges from the Löwdin analysis, given in e for atoms 1 to 2: 0.655 0.736

---

The following is a quantum chemistry calculation of 5 unconnected molecules or ions with the total composition C17H45ClN4O7 at a distorted geometry, from OMol25.

## Properties
* DFT total energy: -51160.941 eV

ORCA input file:
```
! RIJCOSX wB97M-V def2-TZVPD def2/J DEFGRID3
* xyz 0 1
Cl -4.18990 2.06396 -5.05671
O 2.14991 4.07416 4.50160
O -0.22942 -3.22273 0.37186
O -5.26705 2.26153 -5.92133
O 3.90770 1.59179 -3.04627
O -4.65205 1.66979 -3.76305
O -3.51423 3.34562 -4.89187
O -3.35745 1.11908 -5.65711
N -0.41793 4.53094 2.78723
N 3.80446 3.03947 -0.54199
N -1.40350 -3.56890 -0.21650
N 0.18229 1.12882 -1.39621
C 0.81247 3.76753 4.83121
C -2.45196 -3.66172 0.79556
C 5.00017 2.36793 -2.58711
C 4.98509 0.93570 -0.35385
C -3.86835 -4.89266 -1.02860
C -0.74493 -5.93921 -0.80504
C 2.47844 5.44367 4.66893
C -1.81407 4.20282 4.74281
C -0.19399 -4.10613 -2.39908
C -1.28364 -4.54978 -1.30045
C -2.27225 -4.86424 1.77375
C -3.87682 -3.90955 0.11540
C -2.64139 -4.73214 -2.01760
C -2.51336 -2.28368 1.48565
C 5.01376 2.34996 -0.98547
C -0.38501 4.66271 4.20497
C 3.59271 1.69197 -4.42940
H -2.75638 -3.78316 -2.54136
H -1.66031 -2.18691 2.15724
H 0.06840 -4.03893 0.78017
H -0.06992 0.28857 -0.89575
H -0.18960 -6.51665 -1.54414
H 4.17894 0.35706 -0.80486
H 0.80614 -3.99237 -1.98087
H 0.53092 1.88375 -0.82295
H -3.40934 -2.34720 2.10313
H 1.88870 6.09232 4.02121
H -2.05676 4.50631 5.76119
H 3.86874 4.00238 -0.83996
H -0.10272 -5.84539 0.07067
H 2.83926 0.92494 -4.60850
H 3.95516 3.18142 0.44656
H 0.75631 3.78415 5.91963
H 5.89355 0.35041 -0.49611
H -2.00788 3.13719 4.62052
H -2.88981 -4.74373 2.66381
H 5.82968 2.90780 -0.52592
H 4.88644 3.41458 -2.86940
H -2.56791 -5.83118 1.36668
H -4.59995 -4.23883 0.86157
H 0.71446 2.72641 4.52374
H -2.73365 -5.50970 -2.77588
H -0.64456 1.45694 -1.87450
H -2.61047 4.76832 4.25900
H -0.04911 -4.78183 -3.24202
H -2.60811 -1.42887 0.81601
H 4.40492 1.43007 -5.10750
H 3.08175 2.63515 -4.62291
H 0.91683 0.90241 -2.05142
H -3.94907 -5.92355 -0.68384
H -4.70511 -4.76242 -1.71486
H -0.11039 5.66986 4.51856
H 0.34880 5.06463 2.40329
H 2.33778 5.69130 5.72107
H -1.23039 -4.91839 2.08948
H -1.25207 4.97370 2.42905
H 5.97711 1.99317 -2.89248
H -0.47903 -3.12608 -2.78164
H -1.61066 -6.52979 -0.50533
H -4.15372 -2.96216 -0.34707
H 3.53617 5.57578 4.44122
H 4.77712 1.23182 0.67433
*
```

Atom charges from the Löwdin analysis, given in e for atoms 1 to 2: 0.544 -0.201

---

What is the formula in the first record?
C17H45AgAsF12O11P2S4

---

What is the formula in the first record?
C17H45AgAsF12O11P2S4